[1]
DFT (ωB97M-V with the def2-TZVPD basis set) results for 2 unconnected molecules or ions with the total composition C5H15NO2.

Values from the calculation:
**Structure (SMILES)**: CCN(C)CCO.O
**LUMO**: 0.69 eV
**HOMO energy**: -8.55 eV

ORCA input file:
```
! wB97M-V def2-TZVPD RIJCOSX def2/J DEFGRID3
* xyz 0 1
C 1.56631 1.33329 -2.00368
C 1.72655 0.75118 -0.62817
N 0.73874 -0.49374 -0.51831
C 1.43604 -1.71499 -0.35241
C -0.44217 -0.51508 0.41848
C -1.61997 -1.33857 -0.01747
O -2.59321 -1.36590 0.96391
H 0.64324 0.73489 -2.39283
H 2.48396 1.05422 -2.61034
H 1.16264 2.31206 -2.01978
H 1.55335 1.49755 0.11694
H 2.77902 0.39515 -0.36702
H 2.45170 -1.65538 -0.52473
H 1.36986 -2.22076 0.54811
H 0.85134 -2.51611 -1.16649
H -0.01556 -0.63514 1.53928
H -0.62487 0.61178 0.44262
H -1.17110 -2.25935 -0.48007
H -2.09803 -0.69782 -0.92507
H -2.32674 -1.78944 1.72548
O -0.71212 2.96966 1.77520
H -0.35237 2.34029 1.21393
H -1.43552 2.35909 2.11474
*
```

---

[2]
DFT (ωB97M-V with the def2-TZVPD basis set) results for 2 unconnected molecules or ions with the total composition C5H15NO2.

Values from the calculation:
**Structure (SMILES)**: CCCCNCO.O
**LUMO**: 0.80 eV
**HOMO energy**: -8.85 eV

ORCA input file:
```
! wB97M-V def2-TZVPD RIJCOSX def2/J DEFGRID3
* xyz 0 1
C 0.98705 2.31875 2.56755
C 1.24266 1.33574 1.41500
C 0.18815 1.18876 0.29877
C 0.30354 -0.21602 -0.36609
N -0.65714 -1.19609 0.06623
C -0.32718 -2.49672 -0.49038
O 0.29767 -3.31974 0.50251
H 1.67111 2.27162 3.42336
H 0.00833 2.01952 3.04942
H 0.89666 3.33210 2.16447
H 2.26480 1.57433 0.96359
H 1.65231 0.45167 1.97141
H 0.39139 2.00946 -0.37703
H -0.85062 1.20554 0.74207
H 0.36745 -0.12068 -1.45191
H 1.39846 -0.52249 -0.32604
H -0.83747 -1.02889 1.04507
H -1.23551 -3.08681 -0.62375
H 0.33701 -2.50014 -1.36210
H 1.19837 -3.63098 0.39875
O -2.77671 0.32965 -4.69649
H -3.69605 0.30077 -5.01119
H -2.82427 -0.21934 -3.90323
*
```

---

[3]
DFT (ωB97M-V with the def2-TZVPD basis set) results for 3 unconnected molecules or ions with the total composition C5H15NO2.

Values from the calculation:
**Structure (SMILES)**: CC/C=C/NC.O.O
**LUMO**: 0.60 eV
**HOMO energy**: -7.39 eV

ORCA input file:
```
! wB97M-V def2-TZVPD RIJCOSX def2/J DEFGRID3
* xyz 0 1
C 1.35191 2.84922 0.53899
C 0.13323 1.94983 0.51473
C 0.44730 0.45579 0.63166
C 1.23828 -0.30262 -0.12365
N 1.20603 -1.69051 -0.03904
C 1.81104 -2.49811 -1.09222
H 1.92448 2.87364 1.46576
H 2.12464 2.53929 -0.17281
H 0.97850 3.83216 0.23546
H -0.51033 2.06404 -0.35449
H -0.49228 2.15764 1.37484
H -0.35728 -0.05917 1.15762
H 2.02363 0.10072 -0.74584
H 0.42071 -2.07745 0.45616
H 1.84410 -3.49548 -0.69990
H 2.77881 -2.06090 -1.32416
H 1.23548 -2.48952 -2.02538
O -2.88603 -0.83903 1.84375
H -2.88130 -0.08393 2.42316
H -2.91981 -1.63442 2.35352
O -2.15346 0.22113 -2.15535
H -3.08519 -0.01403 -2.12545
H -1.76672 -0.45319 -1.58587
*
```

---

[4]
DFT (ωB97M-V with the def2-TZVPD basis set) results for 3 unconnected molecules or ions with the total composition C5H15NO2.

Values from the calculation:
**LUMO (spin up / spin down)**: -3.84 / -7.57 eV
**HOMO energy (spin up / spin down)**: -13.44 / -13.44 eV
**<S²>**: 0.763

ORCA input file:
```
! wB97M-V def2-TZVPD RIJCOSX def2/J DEFGRID3
* xyz 1 2
C 0.68501 1.61070 2.23231
C 0.47095 0.49304 1.15657
C 0.83625 1.01529 -0.31464
C 1.42760 -0.09289 -1.05799
C 2.62950 -0.63775 -0.76286
N 0.66802 -0.60836 -2.15255
H 1.30919 2.43285 1.92610
H 0.95721 1.21043 3.18788
H -0.30965 2.08932 2.33971
H 1.05755 -0.47887 1.36783
H -0.56246 0.16314 1.13700
H -0.09483 1.32417 -0.70133
H 1.31514 2.00861 -0.12391
H 3.15574 -0.31087 0.09496
H 3.26225 -1.36466 -1.43367
H -0.26643 -0.65974 -1.97190
H 1.10134 -1.48592 -2.51436
H -0.44121 -1.17589 -4.96282
H -1.95711 -1.49530 -5.00750
O -1.13701 -1.65000 -4.55765
H -5.34078 -0.96091 4.47484
H -4.32184 -0.46093 3.40337
O -4.44444 -0.96547 4.24061
*
```

---

[5]
DFT (ωB97M-V with the def2-TZVPD basis set) results for 2 unconnected molecules or ions with the total composition C5H15NO3Si.

Values from the calculation:
**LUMO**: 0.73 eV
**HOMO energy**: -7.38 eV

ORCA input file:
```
! wB97M-V def2-TZVPD RIJCOSX def2/J DEFGRID3
* xyz 0 1
C -1.31544 2.19405 0.09904
C -2.76998 -1.32099 0.33741
C 0.80248 -2.89260 0.19251
C 2.47745 1.86984 0.22401
C -1.39673 0.74493 0.60148
N 1.18020 -0.20447 -1.77667
O -2.47143 0.03894 -0.02991
O 1.56821 -1.74276 0.59790
O 2.11066 0.61744 0.75922
Si 1.08297 -0.34688 -0.00658
H -1.00246 2.33444 -0.88810
H -2.29609 2.62216 0.00491
H -0.51251 2.62356 0.65100
H -1.70657 -1.68335 0.39787
H -3.23465 -1.88266 -0.38892
H -3.26553 -1.27095 1.34570
H 1.56385 -3.81557 0.05338
H 0.38561 -2.76579 -0.74202
H 0.11108 -3.21408 0.85720
H 2.93864 1.84679 -0.70232
H 3.31684 2.38458 0.78279
H 1.66889 2.50755 0.29018
H -1.27514 0.87919 1.70735
H 0.31437 -0.12136 -2.26088
H 1.72525 0.59800 -2.10655
*
```

---

The records above yield max |F| values of 5.82; 3.31; 1.95; 6.61; 5.79 eV/A, respectively.